{"formula": "C6H11B2FNO6", "method": "ωB97M-V with the def2-TZVPD basis set", "charge": -1, "e_tot_ha": -891.0873, "elements": ["O", "H", "H", "C", "H", "O", "H", "O", "H", "O", "N", "H", "B", "H", "O", "C", "C", "C", "C", "H", "O", "H", "F", "H", "B", "H", "C"], "xyz": [[1.585, 0.104, 1.803], [-4.993, -0.631, -0.708], [0.589, -1.924, -1.284], [-0.642, -0.331, -0.336], [-1.103, -0.021, 0.661], [3.654, 0.217, 0.896], [-3.981, -0.136, 0.889], [-1.475, -0.099, -1.497], [4.112, 1.612, -0.544], [2.744, 2.046, 1.857], [-3.496, -2.105, 0.003], [-2.927, 1.519, -2.623], [-3.894, -0.623, -0.212], [0.320, 0.304, -0.470], [-4.848, -3.350, -1.748], [-0.160, -1.867, -0.401], [-4.207, -2.814, -0.804], [4.079, 2.373, 1.505], [4.402, 1.338, 0.475], [4.143, 3.388, 1.111], [-3.348, 1.518, -1.722], [0.309, -2.255, 0.567], [5.719, 1.014, 0.506], [-1.030, -2.562, -0.715], [-2.840, 0.257, -1.145], [4.716, 2.299, 2.391], [2.569, 0.729, 1.545]], "nbo_charge": [-0.53, -0.04, 0.18, -0.05, 0.20, -0.48, -0.02, -0.79, 0.16, -0.48, -0.69, 0.46, -0.47, 0.14, -0.64, -0.65, 0.83, -0.13, 0.44, 0.20, -0.94, 0.21, -0.33, 0.24, 1.02, 0.20, 0.96]}